{
  "formula": "C6H8O2",
  "method": "ωB97M-V/def2-TZVPD",
  "elements": ["C", "C", "C", "O", "C", "C", "C", "O", "H", "H", "H", "H", "H", "H", "H", "H"],
  "coordinates": [[-0.7221, 2.4809, 0.3464], [-0.3319, 1.2132, -0.1353], [-0.1295, 0.7115, -1.4145], [-0.2825, -0.7077, -1.8274], [0.3503, -1.3138, -0.6605], [0.4853, -0.9082, 0.5959], [0.7321, -1.9159, 1.6551], [-0.0370, 0.3037, 0.9969], [0.2331, 3.2522, 0.6976], [-1.4604, 2.4791, 1.2113], [-1.2555, 3.1746, -0.3636], [-0.4106, 1.5768, -2.2428], [0.7524, -2.3536, -0.7933], [1.4113, -2.8580, 1.1132], [-0.2066, -2.4673, 2.1394], [1.1868, -1.1773, 2.5594]],
  "atomic_forces_ev_per_a": [[0.5, 6.1, 1.6], [2.0, -5.5, -1.0], [-3.4, 2.8, -0.8], [2.5, 2.6, 3.6], [0.5, -2.4, -1.6], [-2.7, 0.2, -1.2], [1.5, -0.9, 2.0], [-0.3, 1.3, -1.2], [-2.5, -2.5, -0.7], [1.2, -0.6, -0.8], [0.6, -1.2, 0.1], [1.0, -2.9, 1.8], [-0.7, 1.2, -0.7], [-1.5, 3.0, 2.2], [1.7, 1.5, -1.3], [-0.5, -2.8, -2.1]],
  "multiplicity": 1,
  "smiles": "CC1=COC=C(C)O1",
  "charge": 0
}

{
  "formula": "C6H8O3",
  "method": "ωB97M-V/def2-TZVPD",
  "elements": ["C", "O", "C", "C", "O", "C", "C", "O", "C", "H", "H", "H", "H", "H", "H", "H", "H"],
  "coordinates": [[2.8123, 0.3609, -0.1825], [1.8290, -0.6227, -0.5686], [0.7940, -0.7940, 0.4012], [-0.5793, -0.9413, -0.1960], [-1.8203, -1.4677, 0.0306], [-2.6268, -0.3406, -0.2547], [-2.2168, 0.9392, -0.2528], [-0.8838, 1.3543, 0.0830], [-0.2354, 0.2190, 0.6789], [3.2282, 0.1554, 0.8343], [2.4673, 1.3784, -0.2003], [3.6635, 0.3268, -0.8340], [0.9962, -1.3428, 1.2722], [-0.4360, -0.5434, -1.2394], [-3.5790, -0.6158, -0.6417], [-2.8147, 1.7889, -0.6075], [-0.5982, 0.1454, 1.6773]],
  "atomic_forces_ev_per_a": [[0.1, -0.9, 1.3], [-0.3, 0.2, 1.0], [1.1, 0.1, -2.5], [2.2, 1.4, -0.9], [-1.0, -0.1, -0.2], [0.4, 0.0, 0.2], [1.7, 0.2, 0.1], [-0.5, 0.3, -0.2], [-2.7, 1.1, -0.8], [-0.5, 0.0, -0.5], [-0.7, 0.4, 0.0], [0.2, -0.5, -0.7], [0.9, -0.6, 1.2], [-0.4, -0.6, 0.8], [-0.7, -0.1, 0.1], [0.2, -0.6, 0.4], [-0.2, -0.3, 0.8]],
  "multiplicity": 1,
  "smiles": "COC1[C@H]2OC=CO[C@H]12",
  "charge": 0
}

{
  "formula": "C6H8O4",
  "method": "ωB97M-V/def2-TZVPD",
  "elements": ["O", "C", "C", "C", "C", "C", "C", "O", "O", "H", "H", "H", "H", "H", "H", "O", "H", "H"],
  "coordinates": [[1.1263, -1.0754, -1.1722], [-0.0462, -1.0388, -0.8702], [-0.6382, 0.0727, -0.0603], [-1.2761, -0.2356, 1.3216], [0.1429, -0.2721, 1.9015], [0.3448, 0.8725, 0.8526], [-0.6434, 1.8734, 1.4122], [-0.5657, 3.0411, 1.6738], [-1.7401, 1.0918, 1.7012], [-0.7727, -1.7588, -1.3001], [-1.3261, 0.6132, -0.7312], [-2.0627, -0.9751, 1.4865], [0.2460, -0.0258, 2.9648], [0.7076, -1.1742, 1.6432], [1.3208, 1.2480, 0.5403], [1.7364, -1.0891, -3.9888], [1.5060, -0.9514, -3.0370], [1.9404, -0.2166, -4.3378]],
  "atomic_forces_ev_per_a": [[-0.5, -0.1, 0.3], [0.3, 0.3, -0.4], [-0.2, -0.1, 0.1], [-0.1, -0.1, -0.2], [0.1, -0.1, 0.2], [0.2, 0.2, -0.2], [0.1, 0.6, 0.8], [-0.1, -0.9, -0.4], [0.0, -0.1, 0.0], [0.2, 0.0, 0.1], [0.3, 0.1, 0.1], [0.2, 0.2, 0.0], [0.0, 0.0, -0.3], [-0.1, 0.2, 0.0], [-0.3, -0.1, 0.0], [-0.3, 0.2, 0.9], [0.4, -0.2, -1.1], [0.0, 0.0, 0.1]],
  "multiplicity": 1,
  "charge": 0
}

Computed energy above the lowest of the compared OMol25 structures with the same formula, charge and spin, in the same sequence as the records: 506.39, 494.11, 175.40 kJ/mol.
Computed Kohn-Sham gap, in the same sequence as the records: 8.82, 9.81, 10.72 eV.
Computed molecular weight, in the same sequence as the records: 112.1, 128.1, 144.1 g mol⁻¹.